The following is a DFT calculation (the ωB97M-V functional and the def2-TZVPD basis) of the molecule C5H13N2O.

Geometry as XYZ:
```
21
Properties=species:S:1:pos:R:3
C -1.1004 0.0420 -1.1344
N -1.4273 -0.0659 0.3025
C -0.6615 -1.1390 0.8179
C 0.4503 -0.6948 1.6942
C 1.7100 -1.0375 0.7693
O 1.5598 -0.3784 -0.4262
C -0.8233 1.4726 -1.4985
N 0.4689 1.8894 -0.8293
H -2.0226 -0.3297 -1.7595
H -0.2941 -0.6069 -1.2776
H -1.1218 0.9175 0.7241
H -0.3492 -1.9747 0.0598
H -1.3172 -1.8482 1.4490
H 0.4323 -1.0863 2.8159
H 0.4036 0.3980 1.8538
H 2.4533 -0.4524 1.3222
H 1.8655 -2.1221 0.4867
H -0.6952 1.8194 -2.6471
H -1.5907 2.0926 -0.7773
H 1.0985 2.2114 -1.5831
H 0.9612 0.8930 -0.3625
```

As for the expectation value of S²: 0.762. The LUMO energy (spin up / spin down) is 1.1 / -2.4 eV. Its net charge is 0. The spin multiplicity is 2. Its HOMO energy (spin up / spin down) is -8.66 / -8.67 eV.


The following is a DFT calculation (the ωB97M-V functional and the def2-TZVPD basis) of a structure of composition C28H27FeN4O4PS.

Geometry as XYZ:
```
66
Properties=species:S:1:pos:R:3
Fe 0.2672 -0.1312 -2.6763
C 4.3593 1.0151 -2.0987
C 2.8972 0.8479 -2.3941
N 2.2855 -0.2706 -2.5576
O 2.9531 -1.4795 -2.4629
C 2.0605 2.0167 -2.4771
C 2.5226 3.4070 -2.1964
N 0.7946 1.7627 -2.7816
O -0.0288 2.7045 -2.8566
H 4.9260 0.0864 -2.0539
H 4.4859 1.5364 -1.1486
H 4.8163 1.6339 -2.8716
H 3.7892 -1.3169 -2.0084
H 3.5384 3.5865 -2.5548
H 2.4941 3.6285 -1.1233
H 1.8434 4.1017 -2.6871
S -1.8843 0.1650 -3.3266
C -3.1125 -0.5759 -2.3066
C -3.1023 -1.9383 -1.9893
C -4.1229 -2.5021 -1.2405
C -5.1931 -1.7258 -0.8103
C -5.2233 -0.3783 -1.1380
C -4.1895 0.1939 -1.8650
H -2.2743 -2.5425 -2.3380
H -4.0917 -3.5597 -1.0040
H -5.9935 -2.1678 -0.2290
H -6.0557 0.2379 -0.8158
H -4.2057 1.2469 -2.1186
N 0.3072 -0.0942 -0.8365
P 0.1256 -0.1137 0.6577
C -1.5184 0.1992 1.3893
C -2.1258 -0.6378 2.3207
C -3.4055 -0.3609 2.7851
C -4.0828 0.7578 2.3245
C -3.4849 1.5922 1.3899
C -2.2176 1.3061 0.9104
C 1.1584 1.1244 1.5546
C 2.4773 1.2503 1.1229
C 3.3256 2.1886 1.6856
C 2.8582 3.0312 2.6885
C 1.5463 2.9218 3.1214
C 0.7005 1.9715 2.5579
C 0.6838 -1.6825 1.4167
C 1.1089 -1.7854 2.7392
C 1.5522 -3.0008 3.2418
C 1.5746 -4.1211 2.4204
C 1.1646 -4.0197 1.0981
C 0.7272 -2.8023 0.5920
H -1.5998 -1.5086 2.6910
H -3.8734 -1.0236 3.5029
H -5.0855 0.9694 2.6757
H -4.0191 2.4563 1.0150
H -1.7624 1.9348 0.1516
H 2.8155 0.6003 0.3241
H 4.3505 2.2733 1.3425
H 3.5148 3.7746 3.1238
H 1.1748 3.5809 3.8967
H -0.3235 1.8942 2.9021
H 1.0943 -0.9106 3.3803
H 1.8833 -3.0737 4.2708
H 1.9195 -5.0712 2.8109
H 1.1867 -4.8897 0.4533
H 0.4327 -2.7023 -0.4469
O 0.1571 -2.1830 -2.7382
N 0.4808 -2.2802 -3.9432
O 0.6226 -1.1479 -4.4622
```

As for the expectation value of S²: 0.792. The LUMO energy (spin up / spin down) is 2.5 / 2.5 eV. Its net charge is -1. The spin multiplicity is 2. Its HOMO energy (spin up / spin down) is -4.13 / -4.05 eV.


How do the records compare in molecular weight? In the order shown, they have 117.17 602.43 g/mol.
How do the records compare in max |F|? In the order shown, they have 5.2 1.3 eV/A.